This record from the OMol25 dataset describes 15 unconnected molecules or ions with the total composition C86H161F24N10O16. The level of theory is ωB97M-V/def2-TZVPD.

```
297
Properties=species:S:1:pos:R:3:forces:R:3
C -6.3102 8.1409 -3.0285 -0.294 -0.016 -0.150
C -5.0591 7.2666 -3.1603 -1.499 0.345 -1.276
N -4.4848 6.9107 -1.9119 1.984 -2.512 1.124
C -3.8641 7.7618 -1.0353 0.126 -0.712 1.474
C -3.2772 6.9923 -0.0532 0.123 -0.181 -0.959
N -3.3855 5.6746 -0.4424 -2.469 0.239 -2.763
C -4.1518 5.6001 -1.5959 0.921 2.351 1.587
C -2.9235 4.5198 0.2472 0.900 -1.539 1.510
H -6.7515 8.3090 -4.0114 0.152 -0.121 -0.092
H -6.1278 9.1298 -2.6250 0.324 0.172 0.195
H -7.0976 7.6921 -2.4217 0.210 -0.225 0.070
H -4.3210 7.7717 -3.7896 -0.018 -0.178 0.109
H -5.3415 6.3200 -3.6273 0.155 0.152 -0.215
H -3.8516 8.8296 -1.1415 -0.328 0.079 -0.017
H -2.7619 7.2090 0.8700 -0.040 0.295 -0.198
H -4.3719 4.6903 -2.1756 0.255 0.195 0.285
H -1.9731 4.7055 0.7438 0.042 0.271 -0.014
H -2.7832 3.6365 -0.3564 -0.007 0.167 -1.072
H -3.5823 4.1316 1.0152 -0.486 0.536 0.319
C -1.4878 -9.4509 -3.8998 -0.439 -0.483 -0.884
C -0.7516 -8.7777 -2.7559 -0.637 -0.059 0.547
N -0.1787 -7.5213 -3.1274 0.761 2.047 -0.497
C 0.9810 -7.3929 -3.8711 -0.284 2.507 -0.598
C 1.1435 -6.0280 -4.1311 -0.534 -0.529 0.671
N 0.0612 -5.3438 -3.5466 -0.020 -4.998 1.016
C -0.7034 -6.2975 -2.8832 1.546 1.014 -1.426
C -0.1621 -3.9469 -3.6363 -0.135 1.152 0.449
H -1.9486 -10.3689 -3.5423 0.191 -0.211 0.052
H -0.8670 -9.6915 -4.7740 0.333 -0.113 0.533
H -2.3164 -8.9175 -4.3872 0.184 0.535 0.726
H 0.0571 -9.3923 -2.3483 -0.247 -0.081 -0.145
H -1.4168 -8.5145 -1.9316 -0.148 -0.474 0.022
H 1.5430 -8.2257 -4.2627 -0.044 0.007 0.305
H 1.9635 -5.4485 -4.5794 -0.506 -0.268 0.103
H -1.5231 -6.0559 -2.2125 -0.085 0.059 -0.113
H -1.0101 -3.6625 -3.0130 0.121 -0.142 0.348
H -0.4541 -3.7079 -4.6565 0.516 0.260 -0.128
H 0.7753 -3.4901 -3.2904 -0.162 0.477 -0.504
C 2.0400 -1.8372 0.9630 -0.565 1.218 0.509
C 1.7036 -1.8078 -0.5451 1.740 -1.222 1.738
N 0.4780 -1.1472 -0.7885 -1.185 0.311 -0.594
C 0.3865 0.1675 -1.1748 -2.221 0.240 -0.042
C -0.9857 0.4551 -1.1520 1.670 0.015 -0.761
N -1.6345 -0.7051 -0.8432 0.491 -0.927 0.833
C -0.7375 -1.6830 -0.6013 0.534 1.066 -0.234
C -3.0562 -0.8961 -0.6652 -0.952 0.319 -0.365
H 1.3007 -2.3562 1.5756 0.041 -0.759 -0.379
H 1.9975 -0.8642 1.4789 0.273 0.240 -0.698
H 3.0398 -2.2100 1.1141 0.206 -0.410 0.036
H 1.6861 -2.8561 -0.8101 -0.347 -0.170 -0.676
H 2.5040 -1.3588 -1.1143 0.075 0.261 -0.222
H 1.2304 0.7345 -1.5664 -0.007 -0.152 0.504
H -1.5344 1.3281 -1.4951 0.029 -0.115 0.093
H -0.9217 -2.7129 -0.3004 -0.339 0.307 -0.065
H -3.5523 0.0408 -0.4220 0.336 0.104 0.460
H -3.2557 -1.6693 0.0739 0.074 0.040 -0.065
H -3.5200 -1.1592 -1.6145 0.192 -0.402 -0.160
C 5.6326 -3.6276 0.9806 -0.142 0.276 0.645
C 6.3767 -3.8746 2.3084 -0.381 -0.192 -0.789
C 5.5185 -3.5513 3.5402 -0.078 0.354 -1.337
N 6.0970 -3.9769 4.8301 -1.296 -0.694 1.511
C 6.0096 -5.4424 4.9491 1.659 -2.995 0.576
C 6.7406 -6.0168 6.2011 1.813 1.338 -0.473
C 8.2655 -5.5706 6.2141 -1.281 0.787 -0.269
C 8.2449 -4.0321 6.1214 0.694 -0.647 1.596
C 7.4893 -3.5281 4.9540 -0.072 0.795 -1.032
C 5.2205 -3.4592 5.9546 0.475 0.196 -0.308
H 4.6545 -4.1021 0.8899 0.147 -0.407 0.182
H 6.2942 -3.9959 0.2040 -0.249 0.280 -0.339
H 5.4181 -2.5678 0.8614 0.290 0.158 -0.297
H 7.2739 -3.2525 2.2245 -0.134 0.023 0.379
H 6.7257 -4.9101 2.2414 -0.126 0.001 0.534
H 4.5331 -4.0194 3.4806 0.087 -0.033 -0.059
H 5.3526 -2.4635 3.5514 0.114 -0.249 0.257
H 6.5162 -5.9155 4.1192 0.109 0.300 -0.605
H 5.0209 -5.8846 4.9798 -0.697 0.872 -0.070
H 6.8010 -7.0931 6.2129 -0.963 -0.322 -0.109
H 6.2140 -5.6070 7.0585 0.110 -0.579 0.465
H 8.8430 -5.9045 5.3569 -0.346 -0.443 -0.548
H 8.8437 -5.9821 7.0505 -0.493 0.448 0.223
H 9.2628 -3.6633 6.0410 0.150 0.269 -0.037
H 7.8362 -3.6279 7.0500 0.074 0.072 0.038
H 7.9441 -3.8602 4.0341 0.439 -0.053 -0.158
H 7.4155 -2.4360 4.9047 0.304 -0.057 0.145
H 4.3677 -4.1330 6.0122 -0.510 0.412 0.044
H 5.0431 -2.4114 5.7336 -0.498 -0.021 0.054
H 5.7549 -3.5200 6.8903 0.123 -0.104 0.127
C 2.1215 2.3666 2.2846 0.009 0.098 0.379
C 2.9225 3.6562 2.4606 0.347 0.051 0.539
C 2.1322 4.7293 3.1801 -0.819 -0.013 0.029
N 2.9085 5.9419 3.6484 1.199 0.420 -0.466
C 2.0195 6.8995 4.3272 -1.595 0.192 0.391
C 2.6878 8.1154 4.9005 1.277 -0.092 1.382
C 3.7587 7.7087 5.9510 -0.590 -1.018 -0.675
C 4.6978 6.6631 5.3140 0.016 0.582 0.354
C 3.9316 5.5340 4.6394 0.678 -0.890 0.836
C 3.5870 6.5852 2.4789 -0.717 -0.277 -0.019
H 1.6771 2.0677 3.2427 0.165 -0.005 -0.144
H 2.8573 1.6148 1.9827 -0.512 -0.110 -0.255
H 1.2802 2.4522 1.5959 0.246 -0.063 -0.224
H 3.3458 4.0076 1.5177 -0.190 -0.072 -0.017
H 3.7670 3.3762 3.1026 0.038 0.103 -0.203
H 1.6572 4.3058 4.0685 0.014 0.034 0.060
H 1.3153 5.1353 2.5757 0.074 -0.069 -0.099
H 1.4909 6.3613 5.1122 0.254 -0.282 0.258
H 1.1940 7.1742 3.6762 0.181 0.052 -0.579
H 1.9536 8.7027 5.4521 -0.165 0.210 -0.570
H 3.2191 8.6839 4.1527 -0.347 0.551 -0.386
H 3.2200 7.2311 6.7805 0.181 -0.045 -0.053
H 4.2853 8.5469 6.3853 0.167 0.292 -0.192
H 5.3375 6.2622 6.0964 -0.130 -0.488 0.089
H 5.4482 7.0692 4.6198 -0.474 0.309 -0.035
H 3.3626 4.9131 5.3310 0.188 0.102 0.394
H 4.6623 4.8786 4.1737 -0.165 -0.049 -0.299
H 2.7709 6.9435 1.8573 0.156 0.111 -0.300
H 4.1425 5.8002 1.9772 0.184 0.209 -0.118
H 4.2209 7.4134 2.7768 -0.004 -0.144 0.075
C -8.0479 -2.9629 -0.1726 0.421 0.475 0.966
C -7.7993 -2.9223 -1.6748 -1.292 -0.381 -0.004
C -6.4570 -3.4884 -2.0579 0.982 0.471 0.431
N -6.0035 -3.2212 -3.4882 -0.489 -0.393 0.214
C -5.9006 -1.7699 -3.7717 -0.151 0.995 -0.476
C -5.3679 -1.4053 -5.1790 -1.180 0.319 0.516
C -4.0386 -2.0488 -5.4015 0.794 -0.866 0.498
C -4.0552 -3.5946 -5.0852 -0.131 1.725 -0.007
C -4.6813 -3.8635 -3.7125 0.651 -0.344 -0.611
C -6.9851 -3.8602 -4.3796 -0.799 0.422 -0.228
H -7.2471 -2.3916 0.3241 -0.202 -0.190 -0.034
H -8.0961 -3.9163 0.3422 0.179 -0.459 -0.412
H -8.9700 -2.4534 0.1146 0.011 0.070 -0.349
H -7.9148 -1.8625 -1.8842 0.442 0.147 -0.466
H -8.6209 -3.4096 -2.2151 0.104 -0.092 0.136
H -6.3051 -4.5628 -1.9098 -0.507 0.098 -0.067
H -5.7271 -3.0341 -1.3885 0.406 0.091 -0.192
H -5.2536 -1.3553 -2.9966 -0.028 0.030 -0.083
H -6.8948 -1.3469 -3.6612 0.004 0.044 0.179
H -5.3862 -0.3060 -5.2149 0.521 -0.218 0.195
H -6.1222 -1.6304 -5.9448 0.181 -0.445 0.060
H -3.3235 -1.6701 -4.6613 -0.104 0.367 -0.034
H -3.5688 -1.8251 -6.3631 -0.304 -0.205 -0.023
H -2.9829 -3.7803 -4.9847 -0.260 -0.843 -0.212
H -4.5348 -4.1675 -5.8671 0.188 -0.247 -0.294
H -3.9830 -3.4602 -2.9972 0.002 -0.178 0.868
H -4.8553 -4.9352 -3.5694 0.346 0.204 0.253
H -6.6440 -3.6947 -5.3947 -0.217 -0.449 -0.121
H -7.9648 -3.3999 -4.2390 0.235 0.257 -0.145
H -7.1366 -4.8948 -4.0911 0.459 -0.237 -0.229
C -1.5020 7.6762 -3.7729 0.554 0.636 -0.429
C -0.5413 6.5051 -3.8075 -0.972 -1.509 -0.044
C 0.3406 6.4937 -2.5832 -0.121 0.717 -0.877
N 1.2412 5.3076 -2.4645 -2.266 0.753 2.738
C 2.1966 5.1588 -3.5217 1.890 -0.929 -1.239
C 3.2104 6.2879 -3.6455 0.067 -0.560 -0.602
C 4.0145 6.4586 -2.3624 0.346 -0.401 -0.362
C 3.0297 6.5768 -1.2382 -0.724 1.609 0.118
C 1.9949 5.4535 -1.2055 2.685 0.187 1.213
C 0.4620 4.0492 -2.2922 0.582 -1.024 -1.060
H -0.8899 8.5775 -3.8173 -0.294 0.384 -0.198
H -2.1286 7.7812 -2.8900 0.220 -0.466 0.308
H -2.1820 7.6372 -4.6209 0.171 0.129 -0.192
H 0.0909 6.4836 -4.6946 -0.095 0.448 -0.171
H -1.1496 5.5950 -3.9138 0.194 -0.038 0.333
H -0.2393 6.6480 -1.6722 0.106 -0.444 0.119
H 0.9740 7.3657 -2.7205 0.216 0.051 0.403
H 1.7045 4.9295 -4.4705 -0.067 0.031 0.211
H 2.7685 4.2721 -3.2004 -0.080 -0.090 -0.511
H 2.7250 7.2069 -3.9676 0.018 0.308 0.108
H 3.8153 5.9626 -4.4956 0.217 0.169 0.138
H 4.7421 7.2693 -2.4482 -0.398 0.301 0.165
H 4.6414 5.5972 -2.1216 -0.123 -0.436 -0.505
H 2.5053 7.5463 -1.2866 0.020 -0.101 -0.167
H 3.5346 6.6611 -0.2887 0.201 -0.487 0.458
H 1.4463 5.5920 -0.2818 -1.140 -0.083 -0.362
H 2.5722 4.5389 -1.0512 -0.158 -0.432 -0.308
H 1.2370 3.2892 -2.1588 -0.111 -0.209 0.088
H -0.0471 3.8211 -3.2338 -0.275 0.058 0.416
H -0.1692 4.0565 -1.4123 -0.297 0.388 -0.072
C 4.0420 -4.1243 -3.3044 -2.252 3.456 -0.480
O 3.2607 -4.4701 -2.0429 0.784 -0.025 -0.856
O 3.3192 -3.1736 -3.9277 1.145 -1.977 0.769
C 5.4284 -3.5223 -2.8161 -0.559 -0.284 0.612
F 6.1929 -3.1312 -3.8426 -0.208 -0.104 0.455
F 5.3094 -2.4759 -1.9365 -0.058 -0.961 -1.103
F 6.1593 -4.4753 -2.1112 0.103 0.350 -0.489
C 3.6200 -5.6612 -1.4039 -0.076 -0.011 -0.764
C 2.5824 -5.9428 -0.3841 -0.452 -0.371 1.286
H 2.5900 -5.2089 0.4242 -0.040 0.152 -0.005
H 1.5634 -5.9614 -0.7760 0.103 0.080 -0.251
H 2.7579 -6.9091 0.0915 0.021 -0.134 0.053
H 4.6245 -5.5663 -0.9840 -0.084 -0.414 0.136
H 3.5892 -6.4884 -2.1326 0.413 -0.068 -0.049
H 4.1740 -5.0325 -3.9456 0.480 -0.192 0.770
C 2.2469 -6.5521 7.2097 3.873 2.181 1.735
O 2.4491 -5.7618 5.9141 -0.985 -0.766 1.030
O 3.3943 -6.3818 7.9375 -2.036 -0.566 -1.482
C 1.0629 -5.8766 7.9969 -0.365 -0.211 -0.531
F -0.1389 -6.2384 7.5131 -0.959 -1.026 -0.378
F 1.0223 -6.1820 9.3026 0.446 -0.202 -0.041
F 1.0003 -4.5434 7.9113 0.991 0.606 0.058
C 1.3598 -5.7800 5.0290 -0.165 0.825 -0.894
C 1.6816 -4.7532 3.9747 0.781 -0.171 -1.087
H 1.9311 -3.7818 4.4022 -0.129 -0.071 0.227
H 2.5665 -5.1016 3.4164 -0.097 0.165 -0.069
H 0.8802 -4.6096 3.2473 -0.064 -0.062 0.069
H 0.3933 -5.4414 5.3944 -0.029 -0.257 0.900
H 1.1967 -6.7569 4.5584 0.097 -0.166 0.100
H 2.0669 -7.5909 6.9062 -0.682 -0.053 -0.024
C -3.9264 2.6268 -3.9490 -0.491 0.998 3.381
O -4.0520 3.7837 -4.8227 -0.173 -0.573 0.924
O -3.1931 2.7971 -2.8193 -0.675 0.467 -1.184
C -5.4822 2.3756 -3.4993 1.644 0.168 -0.737
F -5.5992 1.1873 -2.8439 -0.146 0.733 0.105
F -6.0328 3.3816 -2.7162 0.768 -1.177 -0.573
F -6.2567 2.2846 -4.5821 -0.714 -0.134 -0.244
C -3.0987 3.7271 -5.8479 0.566 -0.261 0.079
C -3.2767 4.9678 -6.6918 -0.330 -1.107 -0.398
H -3.1365 5.8221 -6.0395 0.349 0.412 -0.298
H -2.6299 4.8705 -7.5621 0.404 0.623 0.175
H -4.2920 5.0036 -7.1008 -0.019 -0.001 0.256
H -3.2040 2.7774 -6.3801 -0.308 0.126 -0.560
H -2.0774 3.6189 -5.4385 -0.163 0.515 0.026
H -3.5253 1.7927 -4.5307 -0.558 -0.433 -0.464
C -8.0808 1.2557 4.6003 -5.223 0.165 0.120
O -7.5984 0.3130 3.6314 1.525 0.531 0.666
O -9.4635 1.4007 4.4776 3.462 -0.154 0.406
C -7.7832 0.5676 6.0636 1.568 1.873 -0.824
F -8.2711 -0.6384 6.3991 -0.154 0.540 -0.777
F -6.4062 0.4590 6.1660 -0.091 -0.469 0.341
F -8.1013 1.4080 7.0759 -0.419 -0.123 -0.144
C -6.2261 0.5437 3.3507 0.406 -0.971 -1.341
C -5.8475 -0.5838 2.4067 0.518 -0.295 -0.705
H -5.9569 -1.5832 2.8453 -0.250 0.310 0.214
H -6.4838 -0.5323 1.5229 -0.159 -0.084 -0.126
H -4.8067 -0.5601 2.0565 -0.079 0.343 0.172
H -5.4674 0.5563 4.1219 -0.489 -0.299 1.066
H -6.0436 1.5176 2.8883 -0.445 0.216 -0.441
H -7.5345 2.2738 4.3655 -0.217 -1.592 1.222
C -3.0094 -5.1108 0.3689 1.997 2.163 -0.819
O -3.9776 -4.7462 1.3648 0.571 -0.399 -0.630
O -2.8477 -4.2935 -0.7148 -0.292 -0.421 1.142
C -1.6477 -5.1314 1.2935 -0.906 -0.662 -1.601
F -1.2443 -3.9069 1.7746 -0.666 -1.670 -0.261
F -1.8161 -6.0442 2.2922 0.856 1.160 -0.506
F -0.5898 -5.5700 0.4874 -0.824 0.296 1.046
C -5.2145 -5.3033 1.0894 -1.488 0.232 0.533
C -6.1505 -5.0600 2.2610 0.181 0.801 -0.389
H -5.6800 -5.5041 3.1311 -0.331 -0.239 0.241
H -6.2932 -4.0050 2.4736 0.124 0.243 -0.004
H -7.1371 -5.4519 2.0242 -0.040 -0.387 0.276
H -5.2624 -6.3881 1.0125 0.902 -0.487 -0.393
H -5.6088 -4.9081 0.1511 -0.162 0.156 -0.124
H -3.2478 -6.0989 -0.0466 0.231 -0.722 0.901
C -2.0452 1.3809 4.8360 2.580 3.382 -0.555
O -1.3755 0.0931 4.7724 0.061 0.293 0.502
O -1.4039 2.4878 5.3998 -1.076 -2.964 -1.284
C -2.3130 1.7942 3.2527 -0.267 -0.790 0.891
F -3.4096 2.5727 3.1769 0.128 0.505 -0.193
F -1.3041 2.4655 2.5529 -0.630 -0.335 0.856
F -2.5949 0.7290 2.4550 0.168 -0.058 -0.144
C -0.0333 0.0079 4.3425 -0.294 -0.171 0.067
C 0.4961 -1.3242 4.8132 -0.303 -0.879 -0.713
H 0.4648 -1.4630 5.8854 -0.063 0.010 0.195
H -0.0800 -2.1050 4.3090 -0.553 -0.051 0.482
H 1.4684 -1.6056 4.4245 0.729 0.658 0.096
H 0.5816 0.8244 4.7213 -0.170 0.312 0.018
H -0.0159 -0.0283 3.2464 0.169 0.429 -0.219
H -3.0006 1.1137 5.3106 -0.081 0.091 -0.431
C 4.5976 2.3105 -0.6780 -0.746 -1.408 -3.519
O 5.7104 3.0173 -1.3556 -0.022 0.149 0.873
O 3.6458 2.0740 -1.5631 0.044 0.732 1.476
C 5.2917 0.8994 -0.2381 0.346 -0.591 0.604
F 5.9466 1.1384 0.9449 -0.247 -0.274 0.648
F 4.4265 -0.1670 0.0053 0.764 1.705 -0.227
F 6.2796 0.3672 -1.0168 -1.379 0.936 0.105
C 6.5935 3.6589 -0.4538 -0.507 -0.151 -0.974
C 7.5015 4.5182 -1.2928 0.163 0.682 0.225
H 6.9203 5.2247 -1.8865 -0.303 -0.331 -0.288
H 8.0857 5.2109 -0.6783 0.476 -0.472 0.112
H 8.1072 3.9150 -1.9643 0.179 0.111 0.069
H 7.0889 2.9192 0.1687 0.486 0.103 0.076
H 6.0132 4.3047 0.2026 -0.279 0.331 0.544
H 4.3111 3.0164 0.1507 0.457 -0.897 0.421
C 1.9278 1.9977 -6.0991 2.897 -2.859 -3.599
O 1.0824 0.7880 -5.8657 -0.635 0.903 0.818
O 3.0952 1.5766 -6.6352 -2.197 1.692 1.771
C 1.1488 2.6985 -7.3047 -0.209 0.522 0.698
F 0.6537 1.9660 -8.3366 1.083 -0.239 0.670
F 0.0218 3.2901 -6.8244 -1.151 0.875 0.672
F 1.8432 3.7193 -7.8606 0.161 -0.257 0.039
C 0.1057 0.9444 -4.8716 -0.015 -1.525 -0.103
C -0.4013 -0.4585 -4.5106 0.652 -0.332 0.215
H -1.1647 -0.3781 -3.7453 -0.637 -0.065 -0.057
H -0.7075 -1.0118 -5.3996 -0.491 0.300 -0.122
H 0.3558 -1.1246 -4.0852 0.449 0.442 0.042
H -0.7918 1.4909 -5.1867 0.125 0.463 -0.125
H 0.5182 1.4032 -3.9628 0.033 0.215 0.002
H 1.9433 2.5550 -5.0989 -0.275 0.082 -0.919
```
Forces are in eV/Å.

Its LUMO energy is -0.02 eV. The charge is -1. Its HOMO-LUMO gap is 3.186 eV. Its spin multiplicity is 1. The total energy comes out at -7521.06832 Eh.

Atom charges from the Löwdin analysis, given in e for atoms 1 to 99:
1 C -0.0566
2 C -0.1857
3 N -0.0608
4 C -0.0405
5 C -0.0087
6 N -0.0698
7 C 0.1045
8 C -0.0109
9 H 0.0816
10 H 0.0670
11 H 0.0865
12 H 0.1130
13 H 0.1334
14 H 0.1320
15 H 0.1323
16 H 0.1307
17 H 0.0922
18 H 0.0857
19 H 0.1044
20 C -0.0703
21 C -0.1832
22 N -0.0867
23 C -0.0004
24 C 0.0351
25 N -0.0615
26 C 0.0409
27 C -0.0143
28 H 0.0757
29 H 0.0787
30 H 0.0809
31 H 0.1368
32 H 0.1306
33 H 0.1310
34 H 0.1347
35 H 0.1428
36 H 0.0886
37 H 0.1004
38 H 0.0952
39 C -0.0396
40 C -0.1533
41 N -0.0447
42 C 0.0227
43 C -0.0119
44 N -0.0677
45 C 0.0167
46 C 0.0120
47 H 0.0661
48 H 0.0666
49 H 0.0483
50 H 0.1075
51 H 0.1284
52 H 0.1266
53 H 0.1091
54 H 0.1422
55 H 0.1001
56 H 0.0968
57 H 0.0684
58 C -0.0761
59 C -0.2113
60 C -0.1199
61 N -0.2785
62 C -0.1180
63 C -0.1064
64 C -0.1530
65 C -0.1820
66 C -0.1405
67 C 0.0657
68 H 0.0647
69 H 0.0700
70 H 0.0674
71 H 0.1111
72 H 0.1100
73 H 0.1247
74 H 0.1472
75 H 0.1239
76 H 0.1332
77 H 0.1153
78 H 0.1049
79 H 0.1032
80 H 0.1114
81 H 0.1187
82 H 0.1140
83 H 0.1178
84 H 0.1542
85 H 0.1043
86 H 0.1112
87 H 0.0950
88 C -0.0533
89 C -0.2289
90 C -0.1059
91 N -0.2781
92 C -0.1393
93 C -0.1534
94 C -0.1600
95 C -0.1546
96 C -0.1211
97 C 0.0314
98 H 0.0715
99 H 0.0788